{"formula": "C18H30CaINO4S", "method": "wB97M-V/def2-TZVPD", "symbols": ["C", "C", "C", "C", "C", "C", "C", "C", "C", "C", "C", "C", "O", "C", "O", "N", "C", "O", "C", "C", "C", "O", "I", "C", "S", "H", "H", "H", "H", "H", "H", "H", "H", "H", "H", "H", "H", "H", "H", "H", "H", "H", "H", "H", "H", "H", "H", "H", "H", "H", "H", "H", "H", "H", "H", "Ca"], "positions_angstrom": [[4.23730, -2.02206, 1.08100], [5.15798, -0.70683, 1.17855], [4.19541, 0.51762, 0.75287], [4.21373, 0.57064, -0.82898], [2.96373, 1.27073, -1.50458], [1.57122, 0.96079, -0.82609], [0.33891, 1.74207, -1.47812], [-0.85933, 0.75248, -1.82779], [-2.21420, 1.03794, -1.04871], [-2.42521, 0.20354, 0.29265], [-3.05947, 1.20740, 1.37044], [-2.08192, 2.38782, 1.78234], [-2.68954, 3.09104, 2.89023], [-3.66582, 3.99667, 2.45916], [-3.45526, 4.90403, 1.69310], [-3.60788, -0.72830, 0.03948], [-3.36999, -2.06595, 0.58337], [-4.15919, -2.84721, 1.04445], [-1.78616, -2.25750, 0.34796], [-1.76624, -2.64254, -1.19370], [-0.44720, -3.37929, -1.62759], [0.50507, -3.49964, -0.97382], [-0.28403, -4.36261, -3.64702], [-1.30947, -0.79962, 0.78946], [-1.13781, -1.04308, 2.63832], [3.20150, -1.83148, 1.51241], [4.04791, -2.28894, -0.00776], [4.67210, -2.89821, 1.63983], [5.98297, -0.84224, 0.41399], [5.57246, -0.59145, 2.21474], [4.60904, 1.43446, 1.25901], [3.19814, 0.27916, 1.21027], [5.11835, 1.19975, -1.11196], [4.44260, -0.45761, -1.25299], [3.10504, 2.38910, -1.64236], [2.89926, 0.85940, -2.56711], [1.64503, 1.34558, 0.24204], [1.43780, -0.15747, -0.78365], [0.70907, 2.19261, -2.44650], [0.02620, 2.60986, -0.82026], [-0.47407, -0.30108, -1.74311], [-1.09004, 0.90988, -2.93146], [-3.06014, 0.73500, -1.74359], [-2.31044, 2.14928, -0.91728], [-3.32256, 0.65946, 2.33052], [-3.99646, 1.69051, 0.94657], [-1.05875, 2.04716, 2.10694], [-1.91942, 3.10827, 0.92441], [-4.72459, 3.89703, 2.85122], [-4.33162, -0.40827, 0.70172], [-1.31529, -3.12639, 0.88608], [-2.62728, -3.37125, -1.35803], [-2.01644, -1.74296, -1.83258], [-0.26514, -0.72377, 0.38259], [-0.84219, 0.19847, 3.14865], [-2.17768, -5.25202, -5.59931]], "forces_ev_per_a": [[-0.10, 0.25, 0.10], [-1.54, -0.64, -0.62], [1.49, -1.10, 0.37], [0.34, 1.16, 0.30], [-0.34, -0.61, -1.00], [0.50, 1.32, 0.87], [0.68, -0.75, -0.40], [-0.12, 1.15, -0.77], [0.60, -1.02, -0.93], [-1.78, 0.69, 0.09], [1.41, 0.41, 0.60], [0.10, 0.03, -0.69], [-1.10, 0.19, -0.88], [-0.28, 1.24, -0.46], [0.21, -1.37, 0.60], [-0.23, -1.66, 2.63], [1.31, 0.71, -0.68], [0.70, 0.86, -0.71], [-1.05, -0.09, -0.20], [-1.13, -0.08, -0.54], [-0.32, 2.21, 4.02], [-0.58, -0.36, -1.44], [0.16, -0.58, -1.35], [1.35, -1.09, -0.36], [-0.09, 0.33, -0.20], [1.29, -0.13, -0.28], [0.43, 0.14, 1.27], [-0.36, 0.82, -0.79], [-0.70, 0.39, 1.11], [-0.37, -0.08, -1.05], [-0.63, -0.59, -0.87], [0.85, 0.41, -0.61], [-0.99, -0.84, 0.28], [-0.69, 1.14, 0.51], [-0.14, -1.29, 0.50], [0.08, 0.58, 1.10], [-0.10, -0.79, -1.12], [-0.03, 1.00, -0.10], [-0.45, -0.39, 1.02], [0.21, -1.13, -0.72], [-0.52, 0.94, 0.07], [0.20, -0.26, 1.27], [0.86, 0.37, 0.99], [0.15, -1.15, 0.13], [0.24, 0.51, -1.23], [1.09, -0.73, 0.28], [-1.15, 0.23, -0.17], [-0.21, -0.75, 0.97], [1.34, -0.49, 0.30], [-0.35, 0.04, -1.12], [-0.66, 1.14, -0.06], [1.16, 0.60, 0.06], [0.67, -1.07, 0.37], [-1.11, 0.81, 0.33], [-0.18, -0.59, -0.76], [-0.11, -0.04, -0.04]], "mulliken_charge": [-0.80, -0.63, -0.29, -0.59, -1.18, -0.05, -0.53, -0.65, -1.56, 1.74, -1.59, -0.44, -0.36, 0.18, -0.45, -0.37, -0.30, -0.55, -0.27, -0.74, 0.21, -0.22, 0.12, 0.58, -0.14, 0.16, 0.16, 0.37, 0.32, 0.34, 0.33, 0.12, 0.28, 0.32, 0.39, 0.27, 0.20, 0.11, 0.39, 0.33, 0.21, 0.48, 0.37, 0.51, 0.46, 0.60, 0.13, 0.40, 0.41, 0.40, 0.98, 0.65, 0.43, -0.77, 0.23, 1.30], "e_tot_ha": -2432.33564, "homo_lumo_gap_ev": 3.88, "e_homo_ev": -13.7, "e_lumo_ev": -9.828, "fmax_ev_per_a": 4.6, "spin_multiplicity": 1, "charge": 2}